Here is a 4-piece molecular cluster, C35H89BI2N13O6P4S3 overall at a distorted geometry from the Open Molecules 2025 dataset. Energies are from wB97M-V/def2-TZVPD.

Bonds (Å) are listed after each position.
Positions of all 153 atoms, in Å:
1 I 5.231 0.615 -3.253  C38 2.162
2 I 6.332 6.476 -3.721  N20 2.013
3 S 0.016 0.625 -0.941  C37 1.757, C49 1.837
4 S 4.530 2.978 1.348  P7 1.928
5 S -0.993 3.393 -1.035  C37 1.642
6 P -2.301 -3.693 -5.937  O10 1.514, N16 1.730, N21 1.725, N26 1.791
7 P 4.409 4.551 0.240  S4 1.928, N25 1.721, H92 1.408, H129 1.405
8 P -2.854 -3.732 3.885  O12 1.513, N17 1.725, N19 1.791, N27 1.725
9 P 2.328 -0.651 7.848  O13 1.527, N18 1.820, N22 1.735, N28 1.727
10 O -2.506 -2.323 -5.326  P6 1.514
11 O 5.266 3.354 -4.307  C38 1.197
12 O -2.267 -2.599 4.698  P8 1.513
13 O 2.908 -0.456 6.449  P9 1.527
14 O -0.021 6.818 -4.036  B64 1.353, H86 0.965
15 O 1.195 5.950 -5.841  B64 1.367, H79 0.962
16 N -0.671 -3.538 -6.493  P6 1.730, C51 1.452, C56 1.463
17 N -3.041 -2.836 2.423  P8 1.725, C33 1.464, C55 1.452
18 N 1.633 -0.989 9.496  P9 1.820, C39 1.450, C63 1.470
19 N -3.079 -5.298 3.045  P8 1.791, C31 1.448, C53 1.471
20 N 4.841 6.402 -2.372  I2 2.013, C50 1.452, C52 1.391
21 N -3.540 -3.618 -7.136  P6 1.725, C29 1.447, C61 1.462
22 N 3.771 -0.169 8.684  P9 1.735, C34 1.461, C54 1.444
23 N -0.727 1.948 -3.240  C37 1.418, C40 1.475, C42 1.509
24 N 2.864 5.303 -2.881  C44 1.480, C46 1.463, C52 1.288
25 N 4.353 4.196 -1.443  P7 1.721, C36 1.467, C52 1.424
26 N -2.250 -5.476 -6.097  P6 1.791, C30 1.472, C35 1.448
27 N -4.270 -4.031 4.824  P8 1.725, C32 1.447, C41 1.462
28 N 1.085 0.534 7.668  P9 1.727, C43 1.452, C59 1.459
29 C -3.310 -3.442 -8.554  N21 1.447, H65 1.099, H68 1.092, H139 1.091
30 C -2.404 -6.175 -4.811  N26 1.472, H66 1.091, H78 1.097, H105 1.095
31 C -3.718 -5.420 1.752  N19 1.448, H81 1.098, H90 1.087, H95 1.094
32 C -5.608 -3.617 4.459  N27 1.447, H102 1.092, H106 1.099, H142 1.092
33 C -1.765 -2.499 1.788  N17 1.464, H82 1.095, H99 1.089, H118 1.098
34 C 5.004 -0.678 8.091  N22 1.461, H83 1.092, H100 1.088, H140 1.099
35 C -1.287 -6.173 -6.923  N26 1.448, H69 1.097, H134 1.087, H145 1.093
36 C 5.518 3.430 -1.898  N25 1.467, C38 1.524, H125 1.094, H130 1.088
37 C -0.571 2.021 -1.832  S3 1.757, S5 1.642, N23 1.418
38 C 5.330 2.775 -3.262  I1 2.162, O11 1.197, C36 1.524
39 C 0.764 -0.077 10.214  N18 1.450, H88 1.086, H151 1.097, H153 1.095
40 C 0.375 1.219 -3.896  N23 1.475, C45 1.524, H120 1.092, H146 1.095
41 C -4.082 -3.856 6.263  N27 1.462, H127 1.098, H131 1.092, H136 1.089
42 C -2.000 1.177 -3.488  N23 1.509, C58 1.534, H109 1.092, H138 1.089
43 C 1.335 1.960 7.552  N28 1.452, H75 1.088, H108 1.099, H113 1.093
44 C 2.553 6.479 -3.725  N24 1.480, B64 1.622, H98 1.089, H137 1.090
45 C 1.758 1.781 -3.588  C40 1.524, C48 1.538, H80 1.089, H93 1.091
46 C 1.899 4.211 -2.770  N24 1.463, C48 1.554, H70 1.089, H101 1.085
47 C -3.267 3.376 -3.957  C58 1.527, C60 1.547, H87 1.088, H147 1.087
48 C 1.912 3.255 -3.996  C45 1.538, C46 1.554, H115 1.087, H143 1.091
49 C 0.445 1.311 0.708  S3 1.837, C62 1.547, H97 1.084, H116 1.088
50 C 4.676 7.493 -1.428  N20 1.452, H74 1.092, H112 1.093, H141 1.090
51 C -0.286 -2.753 -7.653  N16 1.452, H84 1.092, H128 1.087, H148 1.099
52 C 3.999 5.300 -2.270  N20 1.391, N24 1.288, N25 1.424
53 C -1.884 -6.155 3.093  N19 1.471, H89 1.091, H110 1.095, H149 1.098
54 C 4.013 1.144 9.233  N22 1.444, H72 1.091, H107 1.092, H124 1.100
55 C -4.050 -1.807 2.250  N17 1.452, H76 1.099, H103 1.093, H111 1.088
56 C 0.306 -3.446 -5.409  N16 1.463, H67 1.095, H122 1.089, H132 1.098
57 C 1.848 1.023 2.766  C62 1.563, H71 1.087, H94 1.088, H119 1.087
58 C -3.015 1.925 -4.362  C42 1.534, C47 1.527, H104 1.092, H135 1.091
59 C -0.015 0.106 6.810  N28 1.459, H73 1.093, H91 1.089, H121 1.098
60 C -2.225 4.341 -4.570  C47 1.547, H77 1.087, H114 1.086, H152 1.086
61 C -4.718 -2.849 -6.736  N21 1.462, H85 1.088, H123 1.091, H126 1.098
62 C 1.028 0.256 1.678  C49 1.547, C57 1.563, H117 1.086, H150 1.085
63 C 1.115 -2.358 9.629  N18 1.470, H96 1.095, H133 1.092, H144 1.097
64 B 1.160 6.406 -4.553  O14 1.353, O15 1.367, C44 1.622
65 H -2.889 -2.455 -8.788  C29 1.099
66 H -2.645 -7.228 -4.968  C30 1.091
67 H -0.135 -3.043 -4.491  C56 1.095
68 H -2.660 -4.219 -8.963  C29 1.092
69 H -0.286 -6.227 -6.474  C35 1.097
70 H 0.895 4.583 -2.575  C46 1.089
71 H 1.614 2.085 2.741  C57 1.087
72 H 3.246 1.439 9.951  C54 1.091
73 H 0.294 -0.652 6.085  C59 1.093
74 H 5.443 7.506 -0.651  C50 1.092
75 H 1.925 2.336 8.385  C43 1.088
76 H -3.874 -0.921 2.874  C55 1.099
77 H -1.410 3.772 -5.010  C60 1.087
78 H -1.495 -6.113 -4.199  C30 1.097
79 H 1.882 6.385 -6.355  O15 0.962
80 H 2.465 1.198 -4.176  C45 1.089
81 H -3.076 -5.111 0.917  C31 1.098
82 H -0.935 -2.489 2.501  C33 1.095
83 H 5.794 -0.707 8.845  C34 1.092
84 H 0.763 -2.943 -7.889  C51 1.092
85 H -4.955 -3.016 -5.687  C61 1.088
86 H -0.012 6.668 -3.083  O14 0.965
87 H -4.242 3.688 -4.329  C47 1.088
88 H 1.137 0.943 10.205  C39 1.086
89 H -2.133 -7.184 2.827  C53 1.091
90 H -4.644 -4.854 1.694  C31 1.087
91 H -0.442 0.928 6.238  C59 1.089
92 H 5.528 5.369 0.487  P7 1.408
93 H 1.997 1.573 -2.544  C45 1.091
94 H 1.672 0.648 3.772  C57 1.088
95 H -3.981 -6.471 1.603  C31 1.094
96 H 1.833 -3.071 9.212  C63 1.095
97 H -0.450 1.717 1.165  C49 1.084
98 H 3.350 6.634 -4.450  C44 1.089
99 H -1.766 -1.521 1.308  C33 1.089
100 H 4.871 -1.696 7.727  C34 1.088
101 H 2.112 3.587 -1.908  C46 1.085
102 H -5.908 -4.012 3.486  C32 1.092
103 H -4.076 -1.494 1.204  C55 1.093
104 H -3.954 1.374 -4.288  C58 1.092
105 H -3.226 -5.734 -4.240  C30 1.095
106 H -5.721 -2.525 4.459  C32 1.099
107 H 4.948 1.148 9.798  C54 1.092
108 H 1.836 2.236 6.614  C43 1.099
109 H -1.787 0.241 -4.009  C42 1.092
110 H -1.476 -6.171 4.108  C53 1.095
111 H -5.050 -2.184 2.454  C55 1.088
112 H 3.723 7.411 -0.899  C50 1.093
113 H 0.388 2.500 7.611  C43 1.093
114 H -2.661 5.002 -5.312  C60 1.086
115 H 2.748 3.455 -4.662  C48 1.087
116 H 1.154 2.118 0.536  C49 1.088
117 H 1.694 -0.456 1.200  C62 1.086
118 H -1.529 -3.246 1.017  C33 1.098
119 H 2.899 0.843 2.554  C57 1.087
120 H 0.218 1.321 -4.972  C40 1.092
121 H -0.823 -0.324 7.417  C59 1.098
122 H 1.141 -2.798 -5.670  C56 1.089
123 H -5.583 -3.173 -7.317  C61 1.091
124 H 4.095 1.912 8.450  C54 1.100
125 H 6.455 3.994 -1.867  C36 1.094
126 H -4.580 -1.770 -6.883  C61 1.098
127 H -4.161 -2.805 6.569  C41 1.098
128 H -0.833 -3.053 -8.544  C51 1.087
129 H 3.253 5.282 0.564  P7 1.405
130 H 5.658 2.621 -1.184  C36 1.088
131 H -4.832 -4.434 6.806  C41 1.092
132 H 0.716 -4.437 -5.174  C56 1.098
133 H 0.968 -2.619 10.679  C63 1.092
134 H -1.192 -5.729 -7.910  C35 1.087
135 H -2.717 1.833 -5.408  C58 1.091
136 H -3.106 -4.223 6.576  C41 1.089
137 H 2.536 7.386 -3.121  C44 1.090
138 H -2.482 0.888 -2.556  C42 1.089
139 H -4.250 -3.538 -9.100  C29 1.091
140 H 5.346 -0.062 7.248  C34 1.099
141 H 4.686 8.481 -1.887  C50 1.090
142 H -6.332 -4.023 5.168  C32 1.092
143 H 1.014 3.509 -4.560  C48 1.091
144 H 0.163 -2.488 9.100  C63 1.097
145 H -1.646 -7.195 -7.069  C35 1.093
146 H 0.366 0.145 -3.684  C40 1.095
147 H -3.276 3.435 -2.872  C47 1.087
148 H -0.420 -1.672 -7.506  C51 1.099
149 H -1.096 -5.799 2.417  C53 1.098
150 H 0.190 -0.221 2.176  C62 1.085
151 H -0.266 -0.067 9.836  C39 1.097
152 H -1.815 4.946 -3.766  C60 1.086
153 H 0.735 -0.393 11.261  C39 1.095

Calculated values
- orbital gap (hartree) = 0.1669
- highest occupied orbital energy (Ha) = -0.3274
- total charge = +1

***

Here is a 2-piece molecular cluster, C14H35N3O4P overall from the Open Molecules 2025 dataset. Energies are from wB97M-V/def2-TZVPD.

Bonds (Å) are listed after each position.
Positions of all 57 atoms, in Å:
1 P 1.909 3.555 -1.215  O2 1.461, O4 1.583, O5 1.597, C16 1.819
2 O 3.138 3.765 -0.454  P1 1.461
3 O -0.399 4.717 2.300  C21 1.422, H34 0.961
4 O 1.348 4.730 -2.116  P1 1.583, H40 0.967
5 O 1.949 2.275 -2.171  P1 1.597, H54 0.967
6 N -1.485 -4.028 -0.664  C14 1.450, C19 1.451, C22 1.456
7 N 2.093 0.273 1.801  C12 1.456, C13 1.456, H43 1.013
8 N 0.315 2.345 0.854  C11 1.518, C15 1.540, C16 1.502, C20 1.534
9 C 1.060 -4.211 -0.454  C19 1.534, H24 1.090, H41 1.092, H46 1.090
10 C -1.698 -6.498 -0.597  C22 1.520, H27 1.091, H47 1.090, H56 1.091
11 C -1.056 2.476 1.492  N8 1.518, C21 1.547, H31 1.090, H57 1.089
12 C 1.556 0.065 0.463  N7 1.456, C15 1.520, H45 1.097, H52 1.092
13 C 2.570 1.647 1.866  N7 1.456, C20 1.509, H38 1.090, H48 1.095
14 C -1.762 -2.807 -1.397  N6 1.450, C17 1.534, H30 1.094, H37 1.097
15 C 0.332 0.936 0.232  N8 1.540, C12 1.520, H39 1.086, H53 1.087
16 C 0.394 3.391 -0.222  P1 1.819, N8 1.502, H36 1.091, H49 1.090
17 C -0.846 -2.435 -2.569  C14 1.534, H25 1.090, H26 1.091, H50 1.092
18 C -2.361 4.620 0.949  C21 1.524, H29 1.090, H32 1.088, H35 1.091
19 C -0.315 -4.004 0.194  N6 1.451, C9 1.534, H28 1.092, H55 1.096
20 C 1.385 2.580 1.927  N8 1.534, C13 1.509, H44 1.087, H51 1.085
21 C -1.500 3.881 1.965  O3 1.422, C11 1.547, C18 1.524, H42 1.093
22 C -1.668 -5.240 -1.449  N6 1.456, C10 1.520, H23 1.101, H33 1.093
23 H -0.906 -5.358 -2.235  C22 1.101
24 H 1.388 -3.337 -1.017  C9 1.090
25 H -0.699 -3.276 -3.247  C17 1.090
26 H 0.137 -2.099 -2.236  C17 1.091
27 H -2.438 -6.407 0.198  C10 1.091
28 H -0.444 -4.760 0.972  C19 1.092
29 H -3.044 3.950 0.427  C18 1.090
30 H -2.787 -2.885 -1.773  C14 1.094
31 H -1.766 2.131 0.742  C11 1.090
32 H -2.948 5.381 1.460  C18 1.088
33 H -2.626 -5.138 -1.966  C22 1.093
34 H -0.265 4.739 3.251  O3 0.961
35 H -1.738 5.141 0.222  C18 1.091
36 H 0.295 4.359 0.270  C16 1.091
37 H -1.770 -1.984 -0.672  C14 1.097
38 H 3.127 1.809 2.790  C13 1.090
39 H -0.534 0.420 0.634  C15 1.086
40 H 1.874 4.933 -2.901  O4 0.967
41 H 1.805 -4.402 0.322  C9 1.092
42 H -2.107 3.698 2.855  C21 1.093
43 H 2.885 -0.348 1.922  N7 1.013
44 H 0.880 2.443 2.880  C20 1.087
45 H 2.317 0.206 -0.315  C12 1.097
46 H 1.077 -5.066 -1.130  C9 1.090
47 H -1.961 -7.356 -1.216  C10 1.090
48 H 3.233 1.908 1.034  C13 1.095
49 H -0.459 3.257 -0.887  C16 1.090
50 H -1.296 -1.625 -3.147  C17 1.092
51 H 1.700 3.615 1.847  C20 1.085
52 H 1.207 -0.967 0.387  C12 1.092
53 H 0.168 1.069 -0.834  C15 1.087
54 H 2.849 1.930 -2.254  O5 0.967
55 H -0.327 -3.044 0.722  C19 1.096
56 H -0.729 -6.712 -0.143  C10 1.091
57 H -1.057 1.751 2.305  C11 1.089

Calculated values
- orbital gap (hartree) = 0.2858
- highest occupied orbital energy (Ha) = -0.3746
- energy above the lowest of the compared OMol25 structures with the same formula, charge and spin (kcal per mole) = 0.0
- total charge = +1